(1)
DFT (the ωB97M-V functional and the def2-TZVPD basis) results for a structure of composition C24H25FeNO2S4Se2.

Structure (XYZ):
```
59
Properties=species:S:1:pos:R:3:forces:R:3
C 1.241 -2.894 -0.650 0.055 0.029 0.001
H -2.566 -3.406 -3.260 -0.002 0.003 -0.001
H 1.710 -3.875 -0.717 -0.031 -0.015 0.004
H -0.419 3.570 2.224 0.002 0.001 0.001
Se -3.595 -2.628 -0.848 -0.007 -0.033 0.011
C -4.014 2.462 1.443 -0.006 -0.015 -0.014
C 0.793 1.204 1.670 0.045 -0.011 0.030
H -0.173 -4.591 5.078 -0.002 0.004 0.000
C -1.655 2.229 1.098 0.021 0.016 0.009
C -0.467 -3.599 1.374 0.007 -0.026 -0.012
C -1.432 3.249 2.016 -0.015 -0.005 -0.003
C -1.020 -2.750 2.339 -0.031 0.045 0.007
C -2.959 1.820 0.786 -0.006 0.018 -0.004
H -5.320 -2.501 -2.580 -0.003 0.000 0.001
C -2.493 3.870 2.658 -0.010 -0.009 -0.009
H 0.177 1.106 2.567 -0.012 0.008 -0.006
H 0.751 -6.093 3.325 0.001 -0.001 -0.006
H -2.306 4.659 3.376 -0.003 0.001 0.000
H -3.847 -3.648 -4.454 -0.002 0.000 0.004
C -3.063 -2.960 -4.122 0.002 -0.007 -0.001
S -0.329 1.406 0.260 -0.030 -0.083 -0.047
S -0.550 -3.128 -0.340 -0.012 -0.027 0.048
C 0.269 -5.163 3.054 0.010 -0.014 -0.020
H -3.090 0.380 -3.153 -0.003 -0.001 0.002
C -0.893 -3.147 3.681 0.005 -0.007 0.017
H 0.531 -5.442 0.943 0.001 -0.002 0.004
H 2.790 0.244 3.305 0.004 -0.007 0.003
C 3.164 -1.657 2.364 -0.007 0.016 -0.001
C -3.790 3.470 2.364 0.019 0.010 0.010
H -1.312 -2.505 4.446 -0.001 -0.001 -0.001
Se -1.022 -0.930 -2.609 -0.014 0.036 -0.021
H 1.445 2.072 1.790 -0.005 0.000 0.002
C 2.560 -0.419 2.481 0.006 -0.015 0.005
C -3.697 -1.630 -3.698 -0.008 -0.007 -0.019
C 1.606 -0.055 1.530 -0.015 0.002 -0.023
H 3.200 -3.502 1.240 0.002 0.002 0.003
S -1.858 -1.263 1.956 0.010 -0.043 0.008
H -2.324 -0.249 -4.606 -0.004 0.004 0.000
O -5.277 0.051 -4.652 -0.002 0.001 0.000
C -2.655 -0.510 -3.601 0.023 0.014 0.000
S -3.319 0.611 -0.432 -0.018 0.001 0.005
N 1.307 -0.837 0.511 -0.003 0.023 -0.004
C -0.254 -4.320 4.032 -0.015 0.021 0.013
H -1.348 -2.454 -4.817 0.002 0.001 0.002
C -4.485 -1.819 -2.394 0.015 0.002 0.000
C -4.698 -1.240 -4.799 0.002 -0.009 0.002
H -5.023 2.135 1.223 0.000 0.002 0.003
Fe -1.811 -1.124 -0.313 0.054 0.077 0.014
H -5.528 0.165 -3.729 0.001 0.000 0.003
C 2.792 -2.503 1.326 -0.009 0.001 -0.006
H -4.631 3.940 2.860 0.000 0.000 0.001
H -5.486 -2.005 -4.846 0.000 0.001 -0.002
O -2.153 -2.824 -5.207 -0.003 0.005 -0.004
C 1.848 -2.046 0.421 -0.006 -0.008 -0.005
H -4.179 -1.231 -5.759 0.002 -0.001 0.000
H 3.896 -1.979 3.094 -0.001 0.001 0.000
C 0.147 -4.797 1.726 0.004 -0.004 -0.013
H 1.287 -2.405 -1.624 -0.013 0.003 0.004
H -4.903 -0.869 -2.056 0.003 -0.002 0.009
```
Positions in Å, forces in eV/Å.

Energy relative to the best compared isomer or geometry (same formula, charge and spin), eV: 0.000
Calculated total energy, a.u.: -8794.22759
Charge: -1
Molar mass, g/mol: 701.50
Multiplicity: 2

Here are the natural (NBO) charges for atoms 1 to 2, given in e: number 1, C, carries -0.563; number 2, H, carries 0.205

=====

(2)
DFT (the ωB97M-V functional and the def2-TZVPD basis) results for an isolated molecule of C16H21N3O2.

Structure (XYZ):
```
42
Properties=species:S:1:pos:R:3:forces:R:3
C -1.603 -1.700 0.597 -0.131 -0.404 -0.123
C -1.767 -3.173 0.214 -0.428 0.308 0.359
H 5.570 0.321 -1.979 0.072 -0.058 0.004
H -5.878 0.331 -1.567 -0.057 -0.031 -0.062
C -0.001 -1.158 -1.164 -0.114 -0.241 -0.103
H 5.755 2.789 -0.107 -0.096 0.081 0.037
C -3.337 1.714 0.967 0.083 -0.037 -0.066
C 2.759 0.113 0.689 -0.439 -0.433 0.213
C 5.116 1.027 -1.300 -0.043 -0.082 -0.128
H -2.560 -1.344 0.989 0.054 -0.065 0.056
H 5.520 -0.248 0.468 0.068 0.005 -0.077
O 1.473 -1.570 0.758 -0.478 -0.200 -0.572
C 3.854 1.070 0.974 0.291 -0.202 -0.037
H 7.058 1.562 -0.351 0.058 -0.059 -0.020
N 2.517 -0.957 1.391 0.888 0.379 0.734
H -0.856 -1.620 1.408 -0.156 0.038 -0.011
H -3.479 -0.229 -1.780 0.022 -0.089 -0.086
H -6.643 1.781 0.277 -0.084 0.014 0.011
C -5.165 0.721 -0.855 -0.040 -0.019 -0.066
C 5.076 0.691 0.160 -0.058 0.112 0.155
H 0.078 -0.584 -2.089 0.100 -0.045 0.095
H 3.520 2.070 0.695 -0.016 0.019 0.078
C -5.596 1.535 0.180 -0.091 0.049 0.055
H -5.008 2.666 1.899 -0.033 0.044 0.064
H -2.332 -3.249 -0.717 -0.052 0.036 0.088
O -0.557 -3.854 -0.013 0.514 -0.250 0.018
H -2.335 -3.675 1.011 -0.012 0.065 -0.119
H 0.025 -3.721 0.746 -0.041 -0.023 -0.062
C -4.679 2.032 1.089 -0.090 0.070 0.051
H -2.625 2.101 1.682 0.084 0.011 0.071
H 4.267 1.545 -1.717 -0.102 0.069 0.022
C 1.162 -0.807 -0.300 0.433 0.482 -0.012
C -1.441 0.557 -0.226 0.016 -0.005 -0.064
C -3.824 0.409 -0.980 0.012 0.042 0.019
H 0.026 -2.226 -1.388 0.064 0.189 -0.074
H -0.889 0.852 0.684 -0.008 0.034 -0.092
C -2.898 0.902 -0.069 -0.017 0.077 0.066
N 1.920 0.243 -0.381 -0.402 -0.051 -0.505
C 5.997 1.763 -0.337 0.181 0.019 0.065
H 4.086 1.040 2.040 -0.017 0.109 -0.029
H -1.027 1.131 -1.061 0.070 -0.001 0.082
N -1.278 -0.855 -0.539 -0.005 0.043 -0.035
```
Positions in Å, forces in eV/Å.

Energy relative to the best compared isomer or geometry (same formula, charge and spin), eV: 4.265
Calculated total energy, a.u.: -936.96709
Charge: 0
Molar mass, g/mol: 287.36
SMILES: OCCN(Cc1ccccc1)Cc1nc(CC2CC2)no1
Multiplicity: 1

Here are the natural (NBO) charges for atoms 1 to 2, given in e: number 1, C, carries -0.262; number 2, C, carries -0.071

=====

(3)
DFT (the ωB97M-V functional and the def2-TZVPD basis) results for a structure of composition C32H53BiNP2.

Structure (XYZ):
```
89
Properties=species:S:1:pos:R:3:forces:R:3
H -4.531 0.976 -2.069 0.029 -0.013 0.270
C -1.230 -2.074 4.217 -0.145 -1.253 -0.380
H -1.614 -1.093 -5.616 0.059 -0.206 0.436
H -1.006 1.138 -5.408 -0.025 -0.029 0.286
H 1.260 -1.647 5.361 0.224 0.035 -0.159
H 1.456 2.137 -4.363 -0.054 -0.432 0.152
C -4.020 0.159 -1.547 -0.286 0.070 0.065
C -0.230 -2.523 3.235 0.288 0.927 1.275
H 1.508 2.444 0.025 0.440 -0.058 -0.381
C -0.658 3.612 1.840 -0.338 -0.339 -0.122
P 3.966 2.787 -0.256 0.147 0.150 -0.287
H -2.505 2.547 3.543 -0.087 -0.268 -0.096
C 1.881 -1.672 4.457 0.448 0.354 0.485
H -2.200 -4.485 2.206 0.092 0.194 -0.173
H -1.277 5.660 1.575 -0.003 -0.372 -0.239
H 0.064 -4.185 -0.506 0.239 -0.008 0.201
H -1.656 -2.256 -1.915 -0.469 0.005 0.126
C -2.373 1.450 3.523 -0.044 0.122 0.114
C 1.347 0.291 -3.252 0.895 -0.415 -0.192
H -0.137 3.809 2.787 -0.362 -0.114 -0.339
H 1.917 3.375 -1.505 0.056 -0.267 0.281
Bi -0.141 0.284 -1.622 -0.350 0.245 2.104
C -0.707 2.292 1.336 0.722 0.464 -0.107
C 0.972 -4.178 0.110 -0.028 0.050 -0.407
H 5.321 1.067 -1.396 -0.258 -0.060 0.197
H -2.899 1.038 2.652 0.119 0.147 0.181
H -2.504 5.159 -0.565 0.088 -0.240 0.204
H 3.450 -3.298 0.933 0.044 0.040 0.248
H -3.084 0.534 -1.091 -0.472 -0.254 -0.191
H -2.818 1.041 4.441 -0.061 0.115 -0.253
H 1.780 -3.717 -0.477 -0.176 -0.137 0.127
H 0.740 1.008 4.717 -0.301 0.182 0.039
C 3.238 -2.992 1.963 0.083 0.104 -0.468
C -0.255 1.159 2.228 0.302 -0.379 0.210
N -0.975 1.058 3.506 0.140 -0.494 0.061
H 1.239 0.723 -5.369 -0.078 0.029 0.292
C 0.759 -3.452 1.379 -5.935 -0.985 -0.601
C 1.783 -2.914 2.204 1.243 2.436 4.632
H -0.129 2.575 4.748 0.013 -0.273 0.135
C -1.418 0.866 -3.279 -0.918 0.141 0.056
H -0.385 0.198 1.698 0.066 0.250 -0.079
P -3.755 -1.215 -2.748 2.754 1.204 0.336
H -2.555 -2.849 1.640 0.134 -0.211 -0.091
C -0.254 1.476 4.694 0.018 0.318 -0.072
H -0.824 1.152 5.576 0.230 0.120 -0.124
H 0.820 1.255 2.469 -0.306 -0.054 -0.111
H 2.152 -0.634 4.208 -0.056 -0.254 0.110
C -0.489 -3.217 2.022 2.080 -1.677 -3.506
C -1.293 4.648 1.158 0.165 0.027 -0.021
H 5.752 3.809 -1.501 -0.307 0.083 -0.241
H 3.717 -3.723 2.634 -0.189 0.146 -0.037
C -1.962 4.374 -0.035 -0.033 -0.469 -0.027
C 0.740 -1.073 -3.149 1.196 -0.707 -0.996
H -2.812 -1.967 -0.571 0.053 -0.048 -0.338
C -1.821 -3.665 1.573 -0.627 -0.180 -0.065
C 2.278 2.707 -0.712 -1.000 0.678 0.096
H 1.310 -1.827 -2.579 -0.026 0.550 -0.447
H 3.687 0.436 -0.955 0.264 0.141 -0.005
C 4.530 1.059 -0.632 0.318 -0.253 0.405
H -4.675 -0.230 -0.756 0.052 0.295 -0.095
H -2.062 1.651 -2.865 -0.045 -0.422 -0.390
H -2.463 2.873 -1.504 0.258 0.171 0.168
C -1.492 -1.397 -4.559 -0.513 -0.063 -0.725
H 2.386 0.394 -2.913 -0.407 -0.044 -0.213
C 4.669 3.730 -1.678 0.184 -0.222 0.205
H -1.800 -4.027 0.540 -0.051 0.133 0.276
H 4.942 0.657 0.303 0.011 -0.150 -0.355
H -0.934 -2.351 5.240 0.141 0.268 -0.221
C -1.154 2.099 0.031 -0.922 0.522 1.124
C -2.721 -2.266 -1.626 -0.105 -0.887 0.200
H 0.542 -1.373 -5.268 -0.039 0.075 0.342
C -1.918 3.072 -0.580 0.234 0.869 -0.358
H 2.815 -2.200 4.698 -0.256 0.154 0.025
H -2.211 -2.520 4.011 0.227 0.173 0.008
H 1.259 -5.229 0.285 0.003 0.265 0.053
H -2.021 -2.363 -4.497 0.112 0.322 0.070
C -0.592 1.461 -4.441 -0.256 0.441 -0.185
C 1.174 -2.335 3.344 2.067 -0.591 -1.368
C 0.924 1.173 -4.411 0.407 0.187 -0.113
H -3.008 0.079 -4.394 0.804 0.049 -0.226
H -3.093 -3.293 -1.730 0.200 0.017 0.251
H 3.723 -2.023 2.144 -0.123 -0.208 0.063
C -2.236 -0.350 -3.705 -2.794 -0.001 -1.340
H -0.730 2.557 -4.436 0.036 -0.426 0.100
H 4.478 3.230 -2.636 0.066 0.163 0.181
H 0.144 -2.758 -4.298 -0.028 0.413 0.040
C 0.011 -1.662 -4.348 0.192 -0.632 0.234
H -1.338 -0.975 4.184 0.383 0.413 -0.278
H 4.231 4.734 -1.678 0.146 -0.160 -0.043
```
Positions in Å, forces in eV/Å.

Energy relative to the best compared isomer or geometry (same formula, charge and spin), eV: 1.236
Calculated total energy, a.u.: -2202.57995
Charge: +1
Molar mass, g/mol: 722.71
Multiplicity: 1

Here are the Mulliken charges for atoms 1 to 2, given in e: number 1, H, carries 0.373; number 2, C, carries -1.000

=====

(4)
DFT (the ωB97M-V functional and the def2-TZVPD basis) results for an isolated molecule of C26H40BrF13N4O4S.

Structure (XYZ):
```
89
Properties=species:S:1:pos:R:3:forces:R:3
C 0.838 -2.822 -0.901 -0.124 -0.284 0.504
F -1.450 3.332 -4.697 -0.202 0.165 -0.397
H 4.386 0.618 2.835 -0.183 -0.020 0.181
C -1.034 -1.166 -0.162 0.799 -0.296 0.464
C -1.509 -0.583 -2.620 0.277 0.459 0.438
H 2.284 -3.076 -3.760 -0.012 -0.025 -0.062
H 0.359 -0.236 -1.511 0.137 -0.272 -0.053
C -0.926 2.388 -3.912 -0.008 -0.008 -0.292
H 2.003 1.887 5.188 0.081 0.058 0.080
F 1.325 2.227 -4.595 0.308 -0.010 -0.616
C 5.162 -2.112 -0.640 -0.590 0.345 0.864
H 0.791 -4.299 -2.455 -0.208 -0.091 0.026
H 5.574 -0.029 -0.382 -0.040 0.158 0.103
C 1.191 0.009 5.171 -0.360 0.179 0.478
F 0.877 2.018 -2.506 0.206 -0.113 0.361
F 0.543 -0.311 -3.829 0.386 0.066 0.020
H 2.011 -1.782 5.798 0.049 -0.070 0.039
F -2.548 1.001 -4.782 -0.462 -0.017 -0.037
H 3.159 1.137 1.650 -0.129 0.031 0.212
F 2.501 4.236 -3.801 0.069 0.054 -0.005
C 4.182 -0.708 1.134 0.270 -0.169 -0.374
H 2.186 -2.818 2.955 -0.084 -0.083 0.180
N 2.108 1.038 4.651 -0.139 0.039 -0.069
N 0.073 0.669 5.870 0.378 -0.134 -0.198
C 4.462 -3.215 -0.147 -0.078 0.657 0.471
C 3.636 -3.057 0.970 0.389 0.630 -0.219
H 1.284 -3.630 -0.325 0.129 0.017 0.063
F 1.442 4.280 -1.846 0.002 0.025 0.030
O -4.189 2.307 0.259 0.202 0.026 -0.116
O 2.222 -2.874 -2.823 -0.031 0.129 -0.025
H -7.765 2.929 0.532 -0.021 0.167 -0.045
H -0.247 1.460 5.321 -0.107 0.040 0.040
F -0.663 1.080 -5.843 0.230 0.023 -0.432
H -6.861 0.362 0.408 -0.098 -0.082 -0.272
H -4.221 -0.267 -1.493 0.269 0.120 -0.123
H 1.641 0.087 2.402 -0.210 0.130 -0.086
C 3.470 -1.817 1.625 0.199 -0.712 -0.673
C 0.571 2.684 -3.617 -0.105 0.079 0.471
F -1.600 2.393 -2.756 -0.225 -0.005 0.482
H -6.959 2.900 -0.910 -0.013 0.127 -0.005
H -2.413 0.014 -2.615 -0.253 -0.136 -0.035
O -2.455 -1.276 0.025 -0.189 0.220 -0.313
H 3.075 0.749 4.699 0.036 -0.052 -0.116
H -1.809 -1.624 -2.623 0.029 -0.171 -0.191
N 1.836 -0.857 6.159 0.011 0.068 -0.241
H -4.462 3.198 0.028 -0.068 0.075 0.026
C 4.123 0.656 1.782 0.310 -0.110 -0.452
C -6.430 1.361 0.379 0.206 0.466 0.314
H 4.855 1.300 1.300 0.086 0.076 -0.001
H 0.282 0.288 0.770 0.121 0.034 -0.092
C -5.085 1.379 -0.352 -0.272 0.124 -0.249
H -0.967 0.763 -1.053 0.099 0.096 0.046
H -0.440 -0.428 3.878 -0.155 -0.046 -0.162
C 0.919 -3.217 -2.361 0.345 -0.150 -0.117
C -3.135 -0.121 0.357 -0.072 -0.381 0.182
F -0.458 4.819 -2.858 -0.257 0.168 0.094
H 1.482 -1.968 -0.705 0.014 0.192 -0.126
O 0.487 -1.502 1.739 -0.063 0.019 -0.392
H -1.065 -0.162 1.788 -0.138 -0.015 -0.097
H 0.414 0.999 6.766 -0.100 0.052 0.057
N -7.370 2.338 -0.180 -0.029 -0.381 0.019
C 5.014 -0.869 0.007 -0.271 -1.064 -0.041
H 0.469 -1.850 4.392 -0.410 -0.072 0.111
C -4.405 0.007 -0.459 -0.229 -0.127 0.677
H 5.809 -2.221 -1.497 0.045 0.098 -0.072
H -6.200 1.633 1.410 0.029 -0.193 0.170
H 2.704 -0.456 6.484 0.057 -0.033 0.073
H 3.097 -3.918 1.342 -0.054 -0.030 0.062
F -1.138 -1.241 -4.837 -0.003 -0.057 -0.057
C 0.557 -0.823 4.040 0.648 -0.113 -0.161
C -0.335 -0.562 1.080 0.115 0.157 0.158
H 4.553 -4.185 -0.613 0.003 -0.053 -0.077
H -2.525 0.772 0.340 0.066 0.068 -0.035
H 0.142 -2.756 -2.973 -0.010 0.225 -0.022
F 0.598 4.795 -4.844 0.025 0.136 -0.320
H -1.291 -3.037 -1.091 -0.052 -0.097 0.012
S 1.012 4.522 -3.350 0.181 -0.227 0.153
H -0.749 -3.162 0.549 0.008 0.025 0.213
H -5.282 1.737 -1.369 -0.015 -0.137 -0.146
F 1.356 6.047 -3.193 0.059 0.011 0.046
C -0.797 -0.277 -3.925 -0.497 -0.489 -0.191
Br -3.677 -0.260 2.283 -0.027 0.121 0.030
C -0.584 -2.615 -0.370 -0.368 0.044 -0.763
C -0.712 -0.255 -1.347 -0.529 0.284 -0.100
C 2.547 -1.798 2.826 0.369 -0.026 -0.236
H 3.118 -1.556 3.724 0.006 0.186 0.114
C 1.323 -0.906 2.713 0.070 -0.034 0.560
H -5.082 -0.748 -0.067 -0.107 -0.152 -0.154
C -1.214 1.035 -4.630 0.273 0.065 0.437
```
Positions in Å, forces in eV/Å.

Energy relative to the best compared isomer or geometry (same formula, charge and spin), eV: 0.000
Calculated total energy, a.u.: -5805.08538
Charge: 0
Molar mass, g/mol: 831.58
SMILES: Cc1ccccc1C[C@H](CC(N)(N)N)OC[C@](CCCO)(CCC(F)(F)C(F)(F)C(F)(F)C(F)(F)S(F)(F)(F)(F)F)O[C@H](Br)C[C@H](O)CN
Multiplicity: 1

Here are the Mulliken charges for atoms 1 to 2, given in e: number 1, C, carries 0.093; number 2, F, carries -0.291